Entry 1:
51
Properties=species:S:1:pos:R:3:forces:R:3 method="wB97M-V/def2-TZVPD" charge=-1 orbital_gap_ev=6.03 e_homo_ev=-3.79 de_lowest_kj_mol=455.0
O -0.112499 0.109140 0.842418 -0.6 0.7 -4.7
C 0.897082 -0.441922 -0.048468 -0.2 -0.1 -0.1
C 0.401264 0.464596 -1.167211 0.1 0.3 -0.3
H 0.733059 -1.510662 -0.175509 0.1 0.0 0.0
H 1.906148 -0.271135 0.327830 -0.1 0.0 0.1
C -0.743579 0.876713 -0.222004 0.4 -0.4 -0.6
H 0.091443 -0.034773 -2.077228 0.0 -0.1 -0.2
H 1.079558 1.285722 -1.397150 0.0 0.0 -0.1
C -2.070380 0.254629 -0.581045 -0.4 0.1 -0.2
H -1.997698 -0.833485 -0.599763 0.1 0.0 0.0
H -2.379755 0.595611 -1.575713 0.0 0.0 0.1
H -2.854481 0.534830 0.127066 0.1 -0.1 0.0
C -0.850596 2.339678 0.110034 -0.1 0.3 0.1
H 0.130973 2.793139 0.248672 0.0 0.0 0.1
H -1.432376 2.493701 1.024362 0.1 -0.1 -0.1
H -1.358805 2.865222 -0.706380 0.0 -0.1 0.1
Ba 0.029718 -0.049594 3.010694 2.7 -5.2 -0.8
C 0.860097 1.635100 4.691613 3.0 0.7 -1.5
C 1.821596 0.558130 4.572722 1.3 3.6 -0.8
C 2.382156 0.614617 3.240928 0.5 3.2 1.6
H 2.031934 -0.178114 5.299134 0.1 -0.7 0.6
C 1.761887 1.709447 2.535116 1.1 0.7 3.2
C 0.801919 2.336130 3.424227 3.0 -1.1 1.2
H 0.163966 3.137009 3.181851 -0.7 0.8 -0.2
H 0.283136 1.848208 5.539276 -0.7 0.2 0.9
H 3.043955 -0.093040 2.823395 0.6 -0.7 -0.4
H 1.918999 1.955504 1.526880 0.2 0.3 -1.1
C -1.506836 -0.405411 4.997636 -2.7 -0.1 -1.6
C -1.974365 0.795950 4.348103 -1.6 -2.6 -0.9
C -2.404097 0.448001 3.005114 -1.1 -2.3 3.0
H -1.976550 1.766981 4.745194 0.0 1.1 0.5
C -2.193226 -0.986037 2.840385 -2.6 0.9 3.0
C -1.656682 -1.502395 4.077433 -3.0 1.7 0.3
H -1.312306 -2.488391 4.227069 0.3 -0.8 0.1
H -1.081321 -0.466828 5.960913 0.4 0.0 0.9
H -2.773989 1.117331 2.289360 -0.4 0.8 -0.9
H -2.300866 -1.531883 1.946356 -0.1 -0.6 -0.9
O 0.685466 -1.612032 -4.287352 0.2 0.0 -1.1
C 0.234682 -0.505805 -5.094143 0.1 0.3 0.4
C 0.392487 -0.903302 -6.559275 0.0 -0.8 0.5
H 0.850349 0.382014 -4.865327 -0.1 -0.2 0.0
H -0.799961 -0.275721 -4.817103 0.1 -0.1 0.0
C 1.606561 -1.844874 -6.490790 -0.1 0.7 0.6
H 0.536369 -0.060807 -7.212879 0.0 0.4 -0.2
H -0.487135 -1.465729 -6.887705 0.0 0.1 0.0
C 1.374652 -2.544881 -5.152850 -0.2 -0.2 0.3
H 2.525490 -1.251733 -6.445173 0.0 -0.1 -0.1
H 1.669286 -2.528093 -7.319668 0.0 -0.3 -0.3
H 2.301785 -2.852282 -4.660904 -0.1 0.1 0.0
H 0.748493 -3.442110 -5.289978 0.1 0.2 0.1
Cl 1.002979 -2.836383 2.669826 0.4 -0.5 -0.2

Entry 2:
110
Properties=species:S:1:pos:R:3:forces:R:3 method="wB97M-V/def2-TZVPD" charge=+2 orbital_gap_ev="8.20 / 8.10" spin_multiplicity=4 e_homo_ev="-12.60 / -12.59" s2=3.76
V -1.385424 0.208555 0.093493 0.2 0.6 0.0
O -1.035206 -2.813839 -0.364098 0.1 -0.1 -0.1
S -0.204918 -1.645105 -0.795848 0.0 -0.3 -0.1
C 1.496992 -1.987120 -0.390976 -0.1 0.1 0.1
C 2.351908 -2.404056 -1.388894 0.0 0.0 0.0
C 3.649584 -2.882919 -1.136521 0.0 0.0 0.0
C 4.043183 -3.009078 0.165299 0.0 0.0 0.0
C 5.314252 -3.551347 0.764605 0.0 0.0 0.0
C 5.074083 -3.524467 2.295602 0.0 0.0 0.0
C 3.724015 -2.876108 2.460234 0.0 0.0 0.0
C 3.002038 -2.571224 3.580645 0.0 0.0 0.0
C 1.775151 -1.912372 3.405929 0.0 0.0 0.0
C 1.232966 -1.588304 2.174161 0.0 0.0 0.0
P -0.200972 -0.465400 2.248584 0.0 -0.1 0.1
C -1.388994 -1.397949 3.284519 0.0 -0.1 0.0
C -1.562033 -1.210451 4.653972 0.0 0.0 0.0
C -2.453150 -2.007332 5.362933 0.0 0.0 0.0
C -3.161749 -3.009426 4.717440 0.0 0.0 0.0
C -2.976237 -3.218663 3.356378 0.0 0.0 0.0
C -2.102378 -2.413486 2.642157 0.0 0.0 0.0
C 0.383559 0.895518 3.312799 -0.1 0.0 0.0
C 1.733296 1.196365 3.453100 0.0 0.0 0.0
C 2.135032 2.255714 4.257744 0.0 0.0 -0.1
C 1.197628 3.037630 4.910881 0.0 0.0 0.0
C -0.156364 2.760045 4.759839 0.0 0.0 0.0
C -0.560119 1.694568 3.970003 0.0 0.0 -0.1
C 1.906692 -2.010663 0.987517 0.0 0.0 0.0
C 3.169665 -2.598695 1.194837 0.0 0.0 0.0
C -0.169290 -1.639138 -2.572456 0.0 0.0 0.0
C -0.493957 -2.841046 -3.155908 0.0 0.0 0.0
C -0.362433 -3.069001 -4.539589 0.0 0.1 0.0
C 0.159443 -2.062413 -5.303980 0.0 -0.1 0.0
C 0.496181 -2.010029 -6.772923 0.0 0.0 0.0
C 1.064472 -0.584810 -7.002405 0.0 0.0 0.0
C 1.018047 0.070598 -5.645700 0.0 0.0 0.0
C 1.397124 1.315123 -5.226657 0.0 -0.1 0.0
C 1.169834 1.658560 -3.882534 0.0 0.0 0.0
C 0.618598 0.808377 -2.940063 0.0 0.1 0.0
P 0.218724 1.550956 -1.310013 0.1 -0.1 -0.1
C 1.846673 1.876825 -0.560272 0.0 0.0 0.0
C 1.995152 2.878390 0.401149 0.0 0.0 -0.1
C 3.236736 3.123425 0.966897 0.0 0.0 0.1
C 4.330870 2.344572 0.617564 0.0 0.0 0.0
C 4.183560 1.326391 -0.313209 0.0 0.0 0.0
C 2.951376 1.102054 -0.910566 0.0 0.1 0.0
C -0.462837 3.178162 -1.772895 0.0 0.0 0.0
C 0.329642 4.292677 -2.036682 0.0 0.0 0.0
C -0.254360 5.494878 -2.411160 0.0 0.0 0.0
C -1.632473 5.595926 -2.526897 0.0 0.0 0.0
C -2.429076 4.488643 -2.269808 0.0 0.0 0.0
C -1.848303 3.286861 -1.894352 0.1 0.0 0.0
C 0.293619 -0.524205 -3.338655 0.0 0.0 0.0
C 0.479433 -0.825320 -4.702673 0.0 0.0 0.0
H 2.018380 -2.382493 -2.416006 0.0 0.0 0.0
H 4.280042 -3.183363 -1.962342 0.0 0.0 0.0
H 6.163393 -2.929086 0.477791 0.0 0.0 0.0
H 5.525400 -4.555840 0.398022 0.0 0.0 0.0
H 5.847589 -2.970079 2.826764 0.0 0.0 0.0
H 5.064579 -4.530794 2.716306 0.0 0.0 0.0
H 3.361639 -2.793119 4.576557 0.0 0.0 0.0
H 1.237866 -1.607579 4.297135 0.0 0.0 0.0
H -0.997856 -0.453941 5.181193 0.0 0.0 0.0
H -2.576354 -1.856023 6.427164 0.0 0.0 0.0
H -3.841019 -3.639182 5.276676 0.0 0.0 0.0
H -3.505796 -4.017178 2.852923 0.0 0.0 0.0
H -1.942925 -2.599811 1.585525 0.0 0.0 0.1
H 2.481367 0.605940 2.938975 0.0 0.0 0.0
H 3.190205 2.468019 4.368169 0.0 0.0 0.0
H 1.514831 3.857031 5.541564 0.0 0.0 0.0
H -0.895067 3.360392 5.274692 0.0 0.0 0.0
H -1.616185 1.470044 3.875275 0.0 0.0 0.0
H -0.824785 -3.643980 -2.508358 0.0 0.0 0.0
H -0.627443 -4.031418 -4.956100 0.0 0.0 0.0
H -0.386899 -2.201331 -7.382929 0.0 0.0 0.0
H 1.222966 -2.782457 -7.026407 0.0 0.0 0.0
H 0.470049 -0.021475 -7.722398 0.0 0.0 0.0
H 2.083145 -0.608987 -7.390046 0.0 0.0 0.0
H 1.833877 2.040412 -5.900287 0.0 0.0 0.0
H 1.423341 2.667587 -3.581391 0.0 -0.1 0.0
H 1.145466 3.485937 0.683466 0.0 0.0 0.0
H 3.347685 3.925767 1.684144 0.0 0.0 0.0
H 5.299190 2.539665 1.059626 0.0 0.0 0.0
H 5.036367 0.725963 -0.602545 0.0 0.0 0.0
H 2.860911 0.344064 -1.677465 0.0 0.0 0.0
H 1.406774 4.232638 -1.955078 0.0 0.0 0.1
H 0.371324 6.353514 -2.614653 0.0 0.0 0.0
H -2.085137 6.534331 -2.817383 0.0 0.0 0.0
H -3.505052 4.563353 -2.359287 0.0 0.0 0.0
H -2.470855 2.424171 -1.691664 0.0 0.0 0.0
N -3.558736 -1.993115 -1.765791 0.0 -0.1 0.0
C -3.348093 -0.741042 -2.214878 0.0 0.0 0.0
N -3.975038 -0.346179 -3.335205 0.0 0.0 0.0
O -2.607835 0.065614 -1.608374 0.0 0.1 0.0
H -4.038082 -2.656872 -2.351399 0.0 0.0 0.0
H -2.866915 -2.375843 -1.125768 0.0 0.0 0.0
H -4.588835 -0.947719 -3.854559 0.0 0.0 0.0
H -3.852367 0.603061 -3.641161 0.0 0.0 0.0
O -1.299861 2.687701 1.104037 0.0 -0.1 0.0
H -2.123676 3.187255 1.047201 0.0 0.0 0.0
H -0.912583 2.895825 1.964635 0.0 -0.1 0.0
N -6.219014 0.576132 2.959798 0.0 0.0 0.0
C -5.123610 -0.161551 2.346914 0.0 0.0 0.0
C -4.162324 0.821220 1.704689 0.1 0.1 0.1
O -4.516524 2.074784 1.772533 0.0 0.0 0.0
O -3.114283 0.487299 1.174707 -0.3 -0.3 0.0
H -7.127124 0.282540 2.628267 0.0 0.0 0.0
H -5.382719 2.056109 2.271212 0.0 0.0 0.0
H -6.214982 0.512550 3.968705 0.0 0.0 0.0
H -5.468499 -0.832135 1.557752 0.0 0.0 0.0
H -4.549165 -0.773177 3.046515 0.0 0.0 0.0

Entry 3:
59
Properties=species:S:1:pos:R:3:forces:R:3 method="wB97M-V/def2-TZVPD" charge=-1 orbital_gap_ev=4.73 e_homo_ev=-3.65
Pt -0.577430 1.302943 -0.361142 -1.1 -0.4 -0.1
C -2.701321 0.457233 -2.899756 -0.1 0.2 -0.1
O -1.739359 0.194635 -1.873699 0.3 0.3 0.4
Si -0.952592 -1.250167 -1.658101 0.3 -0.6 0.0
C -2.175432 -2.686219 -1.559857 0.0 0.2 0.2
C -0.023800 -1.579151 -3.272501 0.2 0.2 0.2
C -0.015170 -0.762083 -0.110938 0.4 0.1 0.2
Si 1.773817 -1.268654 -0.394264 0.1 -0.4 -0.2
C 1.793031 -3.127115 -0.844650 0.0 0.1 0.0
C 2.606923 -0.256148 -1.761590 -0.1 0.0 0.1
C 3.062067 -1.290305 1.016982 -0.3 0.2 0.1
Si -0.871070 -1.336683 1.465399 0.0 -0.2 -0.1
C -2.680550 -0.811787 1.532037 0.0 -0.1 -0.1
C -0.738891 -3.230074 1.593296 0.0 0.1 0.0
C -0.121313 -0.737188 3.100156 0.1 0.1 -0.2
H -3.647682 -0.016013 -2.631004 0.0 0.0 0.0
H -2.340975 0.049183 -3.849553 0.1 0.0 0.1
H -2.839156 1.530245 -2.997190 0.0 0.1 0.1
H -2.840134 -2.670112 -2.427614 0.0 0.0 0.0
H -2.793117 -2.656480 -0.661284 0.0 0.0 -0.1
H -1.641415 -3.640618 -1.570347 0.0 0.0 0.0
H -0.725020 -1.933061 -4.031829 -0.1 0.0 0.0
H 0.756883 -2.334626 -3.167877 -0.1 0.0 0.0
H 0.440803 -0.662884 -3.643627 0.0 0.0 0.0
H 0.858830 -3.464591 -1.297811 0.1 -0.1 0.0
H 1.947836 -3.723424 0.058609 0.0 0.0 0.0
H 2.606717 -3.362660 -1.537210 0.0 0.0 0.0
H 2.635083 -0.787856 -2.714798 0.0 0.0 0.0
H 3.636125 -0.011007 -1.485733 0.0 0.0 0.0
H 2.069275 0.682849 -1.916416 0.0 0.0 0.0
H 2.670251 -1.751226 1.928368 0.1 0.0 0.0
H 3.465405 -0.310292 1.273474 0.0 0.0 0.0
H 3.902908 -1.898105 0.673031 -0.1 0.0 -0.1
H -3.338203 -1.457008 0.944611 0.0 0.0 0.0
H -2.781435 0.202881 1.140788 0.0 0.0 0.0
H -3.052296 -0.808808 2.560939 0.1 -0.1 0.0
H -1.076563 -3.722746 0.679513 0.0 0.0 0.1
H -1.335369 -3.619703 2.423814 0.0 0.0 0.0
H 0.299848 -3.529885 1.762752 0.0 0.0 0.0
H -0.225118 0.343004 3.216877 0.0 0.0 0.1
H 0.936489 -0.991990 3.208324 0.0 0.0 0.0
H -0.658576 -1.209713 3.926463 0.0 0.0 -0.1
Se -0.381122 5.898581 1.247490 -0.1 -0.3 -0.1
N 1.060425 5.580594 2.242805 0.0 0.2 0.1
C 1.275586 4.284621 2.178921 -0.4 -0.4 -0.4
C 2.340749 3.590648 2.787231 0.3 -0.2 0.2
C 2.419378 2.254137 2.559778 0.4 0.3 0.4
C 1.500644 1.596195 1.721094 -0.7 -0.2 -0.3
N 0.476421 2.160473 1.126538 0.3 0.2 -0.4
C 0.314848 3.516348 1.379035 0.7 0.6 0.5
N -0.643197 4.215538 0.866197 -0.1 0.0 -0.1
H 3.060655 4.115327 3.402156 0.0 0.0 0.0
H 3.210427 1.672407 3.014044 0.0 -0.1 -0.1
H 1.579264 0.542804 1.547800 0.2 -0.1 -0.1
O -2.579605 3.679571 -2.965153 0.1 -0.1 0.0
S -1.895082 3.838541 -1.683778 -0.8 0.4 -0.2
O -1.874327 5.236102 -1.240303 0.1 0.1 -0.1
O -0.517298 3.253527 -1.733407 0.1 -0.1 0.1
S -2.918066 2.699996 -0.287089 0.3 -0.1 -0.1

no.,E_tot (Eh)
1,-1376.79139
2,-4536.74634
3,-5240.54984